Entry 1:
C3H2N2O3 | ωB97M-V with the def2-TZVPD basis set

CARTESIAN COORDINATES (ANGSTROEM)
O 1.7347 -0.9673 -1.1558
C 0.9692 -0.2439 -0.5841
C 0.9450 1.2485 -0.5117
N -0.0550 1.7093 0.1515
C -0.8390 0.5717 0.5699
O -1.8525 0.6358 1.1540
N -0.0931 -0.5809 0.2281
O -0.7393 -1.7792 0.0842
H 1.7540 1.8720 -0.9280
H -0.3125 -2.3430 0.7673

Values from the calculation:
Energy   -450.69587 a.u.
Orbital gap   9.283 eV
ΔE to the lowest compared entry with this formula, charge and spin   67.40 kcal/mol
Net charge   0

***

Entry 2:
N2 | ωB97M-V with the def2-TZVPD basis set

CARTESIAN COORDINATES (ANGSTROEM)
N -0.3740 0.2921 0.2901
N 0.3740 -0.2921 -0.2901

Values from the calculation:
Energy   -109.55112 a.u.
Orbital gap   16.544 eV
ΔE to the lowest compared entry with this formula, charge and spin   0.93 kcal/mol
Net charge   0

***

Entry 3:
C2H4N4O | ωB97M-V with the def2-TZVPD basis set

CARTESIAN COORDINATES (ANGSTROEM)
C -1.0092 -0.1127 -0.2561
C 0.9064 0.0148 0.6676
H -2.8195 -0.4184 -0.6953
H -1.8633 -0.1702 -2.1838
H 2.4755 0.0191 -0.5479
H 3.0713 0.5509 1.4333
N -1.9729 0.3070 -1.2796
N -1.2450 -0.1321 0.9196
N -0.0633 -0.0313 1.5948
N 2.1956 -0.0055 0.7748
O 0.3244 -0.0217 -0.4272

Values from the calculation:
Energy   -372.69040 a.u.
Orbital gap   8.474 eV
ΔE to the lowest compared entry with this formula, charge and spin   131.74 kcal/mol
Net charge   0

***

Entry 4:
CH4N4O | ωB97M-V with the def2-TZVPD basis set

CARTESIAN COORDINATES (ANGSTROEM)
C 0.5181 -0.6319 -0.5281
N -1.6148 1.7333 0.3090
N -1.1032 1.3448 -0.7596
N -0.7798 0.8899 1.0848
N -0.4433 0.3147 -0.1686
O 0.7705 -1.5486 0.3993
H 0.6218 -0.7799 -1.6380
H 1.8931 0.5908 -0.6269
H -0.9696 0.3948 1.9786
H 1.1073 -2.3079 -0.0504

Values from the calculation:
Energy   -334.49930 a.u.
Orbital gap (alpha / beta)   8.482 / 8.481 eV
ΔE to the lowest compared entry with this formula, charge and spin   138.37 kcal/mol
Net charge   0